The following is a quantum chemistry calculation of a structure of composition C3HO3Sn at a distorted geometry, from the Open Molecules 2025 dataset.

Each line ends with the Mulliken spin population.
Atoms and positions in Å:
C1 2.372 -1.364 0.836  0.0920
C2 2.265 -0.423 -0.150  0.7923
O1 2.867 -2.610 0.659  0.0491
H1 3.276 -2.715 -0.208  0.0061
O2 1.553 -1.211 1.842  0.1300
Sn1 1.406 0.224 3.164  -0.0746
O3 -0.467 -0.393 -0.983  0.0144
C3 -0.730 -0.477 0.140  -0.0093

Energy relative to the best compared isomer or geometry (same formula, charge and spin) in kcal/mol: 9.4
2S+1: 2
Total charge: 0
LUMO (spin up / spin down) in eV: -2.08 / -1.83
<S²>: 1.076
Highest occupied orbital energy (spin up / spin down) in eV: -6.45 / -6.90

***

The following is a quantum chemistry calculation of an isolated molecule of C5H7NO at a distorted geometry, from the Open Molecules 2025 dataset.

Each line ends with the natural charge from an NBO analysis.
Atoms and positions in Å:
C1 0.874 -1.206 0.622  -0.5862
C2 0.186 -0.393 -0.470  -0.3444
C3 0.937 -0.358 -1.724  0.2890
N1 1.525 -0.330 -2.718  -0.3224
C4 -0.231 1.018 0.001  -0.5045
C5 -1.619 1.105 0.619  0.4429
O1 -2.370 0.164 0.708  -0.5193
H1 1.172 -2.183 0.232  0.2272
H2 0.162 -1.390 1.437  0.2245
H3 1.741 -0.674 1.013  0.2089
H4 -0.756 -0.969 -0.660  0.2725
H5 0.499 1.378 0.740  0.2354
H6 -0.150 1.756 -0.812  0.2523
H7 -1.958 2.088 1.006  0.1241

Energy relative to the best compared isomer or geometry (same formula, charge and spin) in kcal/mol: 18.8
SMILES: C[C@H](C#N)CC=O
Total charge: 0
LUMO in eV: 0.76
Highest occupied orbital energy in eV: -10.52

***

The following is a quantum chemistry calculation of a structure of composition H5NO2Si at a distorted geometry, from the Open Molecules 2025 dataset.

Each line ends with the natural charge from an NBO analysis.
Atoms and positions in Å:
N1 -2.043 -0.856 0.506  -1.3401
O1 0.039 0.123 -0.959  -1.1186
O2 0.658 -0.508 1.663  -1.2018
Si1 -0.338 -0.395 0.537  2.2828
H1 -2.574 -0.643 -0.412  0.4244
H2 -2.551 -0.662 1.422  0.4239
H3 0.974 0.451 -1.171  0.5287
H4 3.304 1.356 -0.844  0.0614
H5 2.531 1.135 -0.741  -0.0607

Energy relative to the best compared isomer or geometry (same formula, charge and spin) in kcal/mol: 47.9
Total charge: 0
LUMO in eV: 0.09
Highest occupied orbital energy in eV: -10.62

***

The following is a quantum chemistry calculation of a structure of composition C26H44CrI2N4OSb, from the Open Molecules 2025 dataset.

Each line ends with the Mulliken spin population.
Atoms and positions in Å:
Cr1 -0.283 -0.436 -0.548  3.9210
I1 -1.930 7.039 -0.651  0.0001
C1 -1.466 5.048 -1.011  0.0044
C2 -0.694 4.702 -2.112  -0.0024
C3 -0.383 3.372 -2.339  -0.0033
I2 0.826 2.865 -3.952  0.0012
C4 -0.837 2.349 -1.495  0.0041
O1 -0.532 1.095 -1.751  -0.0643
C5 -1.606 2.724 -0.377  0.0260
C6 -2.130 1.679 0.564  -0.0093
N1 -1.041 0.790 1.049  -0.0987
C7 -1.437 -0.033 2.202  -0.0145
C8 -1.010 -1.476 2.105  0.0696
C9 -1.180 -2.331 3.186  0.0051
C10 -0.846 -3.665 3.051  0.0096
C11 -0.342 -4.121 1.839  0.0038
C12 -0.181 -3.208 0.817  0.0379
N2 -0.502 -1.912 0.946  -0.0987
C13 -1.910 4.060 -0.147  -0.0014
H1 -0.326 5.463 -2.785  -0.0001
H2 -2.878 1.036 0.085  0.0302
H3 -2.612 2.169 1.416  0.0065
H4 -0.257 1.375 1.330  0.0186
H5 -2.528 -0.015 2.285  -0.0194
H6 -1.049 0.392 3.133  -0.0077
H7 -1.580 -1.945 4.114  0.0000
H8 -0.978 -4.347 3.880  0.0001
H9 -0.073 -5.155 1.686  0.0002
H10 0.221 -3.507 -0.141  -0.0372
H11 -2.502 4.326 0.719  -0.0003
N3 1.903 -0.284 -1.557  -0.0246
C14 2.384 -0.920 -2.805  0.0224
C15 1.205 -1.442 -3.608  -0.0041
C16 0.602 -2.697 -2.966  0.0534
C17 -0.912 -2.719 -2.944  -0.0053
N4 -1.440 -1.596 -2.130  0.0680
H12 1.643 0.676 -1.783  0.0093
H13 2.664 -0.226 -0.890  -0.0073
H14 3.047 -1.745 -2.530  0.0024
H15 2.973 -0.211 -3.392  0.0010
H16 1.518 -1.653 -4.631  0.0004
H17 0.471 -0.634 -3.678  0.0053
H18 0.961 -2.768 -1.933  0.0100
H19 0.965 -3.593 -3.473  0.0028
H20 -1.272 -3.649 -2.499  -0.0046
H21 -1.316 -2.674 -3.959  0.0010
H22 -2.360 -1.849 -1.784  0.0117
H23 -1.582 -0.770 -2.707  -0.0060
C18 5.440 1.014 2.862  0.0003
C19 4.407 0.926 1.746  0.0087
C20 4.272 2.270 1.031  0.0010
Sb1 2.441 0.189 2.232  0.0719
C21 2.827 -1.917 2.543  -0.0047
C22 3.882 -2.325 3.562  0.0000
C23 3.137 -2.551 1.189  -0.0107
C24 1.975 0.869 4.230  0.0027
C25 1.296 2.237 4.135  -0.0020
C26 3.074 0.911 5.285  0.0006
H24 6.428 1.208 2.439  -0.0003
H25 5.507 0.109 3.464  0.0002
H26 5.214 1.843 3.532  0.0002
H27 4.752 0.186 1.012  0.0008
H28 3.934 3.048 1.719  0.0000
H29 3.565 2.237 0.199  0.0023
H30 5.236 2.592 0.633  0.0001
H31 1.856 -2.289 2.887  -0.0052
H32 4.876 -1.986 3.265  -0.0001
H33 3.927 -3.414 3.637  0.0001
H34 3.678 -1.940 4.560  0.0001
H35 4.102 -2.206 0.807  -0.0001
H36 2.386 -2.326 0.431  0.0181
H37 3.208 -3.639 1.276  0.0005
H38 1.223 0.131 4.543  -0.0013
H39 2.003 3.003 3.812  0.0000
H40 0.907 2.549 5.108  0.0001
H41 0.462 2.254 3.428  -0.0003
H42 3.759 1.737 5.096  0.0000
H43 3.664 -0.002 5.336  -0.0002
H44 2.637 1.080 6.271  0.0002

Energy relative to the best compared isomer or geometry (same formula, charge and spin) in kcal/mol: 10.6
2S+1: 5
Total charge: +1
LUMO (spin up / spin down) in eV: -2.64 / -2.81
<S²>: 6.012
Highest occupied orbital energy (spin up / spin down) in eV: -9.94 / -10.03

***

The following is a quantum chemistry calculation of a cluster of 3 separate species, C2H11N3O2 in total at a distorted geometry, from the Open Molecules 2025 dataset.

Each line ends with the natural charge from an NBO analysis.
Atoms and positions in Å:
H1 1.516 -1.209 0.269  0.3153
N1 0.484 -0.946 0.445  -0.8087
C1 0.594 0.064 1.314  0.5828
N2 1.547 0.156 2.235  -0.8135
N3 -0.396 1.102 1.336  -0.6592
C2 -1.571 0.852 0.411  -0.4147
H2 1.781 1.062 2.652  0.3882
H3 2.320 -0.556 2.250  0.3988
H4 -0.075 2.053 1.385  0.3805
H5 -1.954 -0.049 0.877  0.2195
H6 -1.250 0.732 -0.713  0.2141
H7 -2.310 1.770 0.470  0.1959
O1 -3.876 1.869 -3.842  -0.9200
H8 -4.169 2.562 -4.544  0.4598
H9 -4.648 2.110 -3.256  0.4604
O2 3.393 -3.236 -0.700  -0.9133
H10 3.676 -2.651 -1.466  0.4632
H11 3.388 -2.573 -0.049  0.4509

Energy relative to the best compared isomer or geometry (same formula, charge and spin) in kcal/mol: 50.7
SMILES: [H]/N=C(\N)NC.O.O
Total charge: 0
LUMO in eV: 0.52
Highest occupied orbital energy in eV: -8.44

***

The following is a quantum chemistry calculation of a structure of composition C26H32ClInO4 at a distorted geometry, from the Open Molecules 2025 dataset.

Each line ends with the natural charge from an NBO analysis.
Atoms and positions in Å:
O1 -5.629 0.378 -0.296  -0.5591
C1 -6.198 0.494 -1.644  -0.0629
C2 -7.612 0.794 -1.158  -0.4629
H1 -6.101 -0.468 -2.158  0.1810
H2 -5.749 1.316 -2.212  0.1808
C3 -6.962 0.588 0.244  0.2742
H3 -8.339 0.009 -1.388  0.2131
H4 -7.942 1.827 -1.309  0.2125
C4 -7.588 -0.621 0.902  -0.6264
H5 -7.612 -1.482 0.223  0.2117
H6 -8.627 -0.345 1.144  0.2142
H7 -7.081 -0.897 1.836  0.2162
C5 -7.119 1.816 1.106  -0.6264
H8 -6.762 2.714 0.593  0.2142
H9 -6.610 1.697 2.070  0.2159
H10 -8.197 1.938 1.302  0.2150
In1 2.010 -0.113 0.086  1.7565
C6 3.201 2.528 1.353  -0.2715
C7 3.457 2.098 0.035  -0.3032
C8 2.189 2.096 -0.694  -0.5291
H11 4.436 1.941 -0.423  0.2521
C9 1.207 2.662 0.211  -0.3036
C10 1.830 2.872 1.458  -0.2736
H12 1.348 3.287 2.347  0.2197
H13 3.948 2.633 2.139  0.2306
H14 2.087 2.020 -1.776  0.2507
H15 0.204 2.980 -0.083  0.2202
C11 3.164 -0.908 2.651  -0.2954
C12 2.254 -0.129 3.390  -0.2590
C13 0.928 -0.461 2.996  -0.3303
H16 2.521 0.581 4.169  0.2175
C14 0.998 -1.470 1.985  -0.3758
C15 2.408 -1.774 1.772  -0.4452
H17 2.782 -2.662 1.267  0.2542
H18 4.242 -0.900 2.744  0.2479
H19 0.012 -0.067 3.424  0.2170
H20 0.175 -2.046 1.588  0.2359
O2 -0.567 -0.063 -0.277  -0.5737
C16 -1.619 0.472 0.569  -0.0666
C17 -2.749 0.859 -0.362  -0.4449
H21 -1.213 1.322 1.147  0.2040
H22 -1.923 -0.318 1.272  0.1811
C18 -2.512 0.027 -1.622  -0.4314
H23 -2.641 1.922 -0.597  0.1947
H24 -3.734 0.712 0.072  0.2751
C19 -1.004 -0.120 -1.670  -0.0706
H25 -2.951 0.457 -2.519  0.2225
H26 -2.960 -0.959 -1.478  0.2075
H27 -0.537 0.716 -2.220  0.1760
H28 -0.664 -1.084 -2.080  0.1940
Cl1 9.449 -3.782 -3.005  0.0094
C20 8.127 -2.965 -2.267  -0.0265
C21 8.370 -2.086 -1.203  -0.2430
C22 7.299 -1.420 -0.609  -0.1561
C23 5.987 -1.632 -1.046  -0.1762
C24 5.750 -2.493 -2.127  -0.1139
C25 6.819 -3.175 -2.729  -0.2641
C26 4.889 -0.902 -0.312  0.7823
O3 5.187 -0.196 0.663  -0.6493
O4 3.678 -1.095 -0.802  -0.8751
H29 9.380 -1.923 -0.847  0.2260
H30 7.470 -0.722 0.201  0.2442
H31 4.740 -2.623 -2.499  0.2242
H32 6.658 -3.859 -3.551  0.2236

Energy relative to the best compared isomer or geometry (same formula, charge and spin) in kcal/mol: 0.0
Total charge: 0
LUMO in eV: -0.72
Highest occupied orbital energy in eV: -7.60

***

Q: Among the records above, which one has the highest energy relative to the best compared isomer or geometry (same formula, charge and spin)?
A: C2H11N3O2